(1)
ORCA calculation (wB97M-V/def2-TZVPD) on a molecular structure, C15H13F5N4O5RuSe in a non-equilibrium geometry.

Atoms and positions in Å:
C -0.024 2.569 1.713
N -3.196 2.566 -0.062
Se 2.453 -0.148 0.392
Ru 0.092 -0.171 0.690
H -0.286 -2.629 -0.412
C -2.280 3.289 0.651
H -4.043 2.986 -0.426
H -1.464 -2.518 3.597
C 2.730 -2.032 -1.925
O -1.611 5.424 1.509
H 0.242 -2.372 3.164
N -0.885 -0.702 2.617
H -0.958 -3.903 1.541
C 4.987 -0.750 -2.816
C -0.776 -2.160 2.832
H -1.858 -0.413 2.599
C -1.294 2.406 0.969
F 5.122 -2.274 -4.594
H -2.043 -2.565 1.141
N -1.620 1.170 0.457
C 3.171 -0.933 -1.205
C 0.048 -0.075 -1.156
H -0.423 -0.152 3.338
F 6.075 -0.128 -3.239
C -3.504 0.229 -0.913
H -2.942 -0.701 -0.862
O -3.581 5.197 0.486
C -2.774 1.295 -0.181
H -0.813 4.870 1.725
C 4.323 -0.306 -1.686
C 3.364 -2.493 -3.061
O 0.665 1.475 1.817
C 4.503 -1.846 -3.512
F 4.816 0.752 -1.053
C -1.042 -2.817 1.494
H -3.628 0.495 -1.963
F 1.641 -2.714 -1.521
O -0.099 0.085 -2.272
N -0.070 -2.269 0.511
H -4.492 0.064 -0.483
F 2.888 -3.547 -3.711
H 0.855 -2.640 0.714
C -2.544 4.740 0.894
O 0.273 3.647 2.201

LUMO level (alpha / beta) = -3.46 / -5.37 eV
Charge = +1
Relative energy (zero: lowest compared OMol25 entry of this formula, charge and spin) = 150.4 kJ/mol
F_max = 1.1 eV Å⁻¹
2S+1 = 2
Gap between HOMO and LUMO (alpha / beta) = 8.262 / 6.924 eV
Calculated total energy = -113475.376 eV
E_HOMO (alpha / beta) = -11.73 / -12.29 eV


(2)
ORCA calculation (wB97M-V/def2-TZVPD) on a molecular structure, C15H13N2NiO7SbSe4Si.

Atoms and positions in Å:
H 2.205 -1.922 -1.444
H -0.916 -3.146 -3.274
Se -1.113 0.104 -3.959
H 1.675 -0.559 0.461
Se -0.197 -0.054 -7.768
H 2.446 3.432 2.328
C 0.830 -0.976 1.000
C 0.452 2.861 2.898
C 0.837 -0.959 2.389
H -0.260 -1.429 4.173
N 2.530 2.644 -0.121
C -0.943 1.872 1.187
C -0.248 -1.464 3.090
H -2.191 -2.400 0.485
Si -0.217 -1.474 -1.598
C 1.345 2.546 0.731
C -2.330 1.301 0.894
H 1.657 -1.763 -3.126
H -2.143 -3.007 -2.016
N 0.619 3.293 4.266
C -1.331 -1.991 2.397
C 0.123 1.975 0.224
H 1.907 -0.314 -2.134
O 0.042 1.640 -0.999
Sb -0.606 -1.510 -5.934
O -3.197 1.460 1.751
O 2.705 1.810 -0.982
C -1.328 -2.010 1.011
O 1.680 3.816 4.588
C 1.508 3.001 2.017
H -1.582 2.200 3.162
H 1.677 -0.527 2.921
C 1.565 -1.350 -2.122
H -0.639 -3.884 -1.690
O 3.258 3.620 0.035
C -1.068 -3.018 -2.206
C -0.754 2.304 2.477
Se -2.339 -3.217 -6.008
O -0.302 3.119 5.051
Se 0.963 -3.356 -5.425
Ni -1.361 0.523 -1.752
C -0.247 -1.504 0.286
H -2.189 -2.367 2.941
O -2.526 0.677 -0.207

LUMO level (alpha / beta) = 3.75 / 2.78 eV
Charge = -2
F_max = 0.9 eV Å⁻¹
2S+1 = 3
Gap between HOMO and LUMO (alpha / beta) = 6.992 / 5.965 eV
Calculated total energy = -349922.835 eV
E_HOMO (alpha / beta) = -3.24 / -3.19 eV


(3)
ORCA calculation (wB97M-V/def2-TZVPD) on a single C15H13N3O3S2 molecule in a non-equilibrium geometry.

Atoms and positions in Å:
C -0.809 -1.425 3.091
S -1.764 -2.904 3.162
C 1.734 3.773 -3.674
H 0.312 5.443 -3.304
N -0.928 1.304 1.589
C -1.262 1.249 0.210
O 1.350 1.256 1.572
H 0.031 0.252 -2.457
C 0.271 0.972 3.672
H -0.501 -5.612 -0.782
H 0.068 1.926 4.161
H 2.573 4.202 -4.182
C 0.616 4.417 -3.245
H 2.243 1.610 -3.486
H 0.720 1.248 -0.211
H 1.090 -3.891 -1.506
C -0.049 -2.404 1.286
O -0.226 3.559 -2.650
C 1.562 2.416 -3.308
S -1.022 -0.166 4.263
N 0.003 -1.317 2.107
H -1.836 -5.313 1.275
C -0.366 1.191 -2.056
H -1.440 1.250 -2.257
O -2.428 1.217 -0.105
C -1.135 -4.559 0.957
N -0.211 1.215 -0.616
C -0.965 -3.399 1.691
C 0.697 -2.580 0.126
H -1.746 1.244 2.185
C 0.520 -3.737 -0.603
H 1.244 0.599 3.992
C 0.347 2.338 -2.690
C 0.297 1.155 2.161
C -0.383 -4.716 -0.193
H 1.394 -1.813 -0.173

LUMO level = 0.47 eV
SMILES = O=C(CSc1nc2ccccc2s1)NC(=O)NCc1ccco1
Relative energy (zero: lowest compared OMol25 entry of this formula, charge and spin) = 1.2 kJ/mol
F_max = 1.0 eV Å⁻¹
Gap between HOMO and LUMO = 9.109 eV
Calculated total energy = -48050.332 eV
E_HOMO = -8.64 eV


(4)
ORCA calculation (wB97M-V/def2-TZVPD) on a molecular structure, C15H13N6O6RhS in a non-equilibrium geometry.

Atoms and positions in Å:
C 1.576 0.032 3.127
Rh 1.213 0.112 1.060
N -0.826 0.349 1.150
S 3.425 0.613 0.557
H 5.291 2.661 0.737
N 1.100 2.039 1.235
C -0.353 -3.075 -1.835
C -3.521 1.053 1.129
N 4.444 3.032 1.134
H -0.429 -4.137 -1.666
H 1.594 -0.395 -1.158
H -0.225 3.646 1.045
C -2.571 2.035 1.141
O 0.400 1.652 -1.283
O -1.149 1.727 -2.831
C 0.541 -2.287 -1.153
N -0.343 1.104 -2.138
H -1.425 -1.616 1.249
N 2.142 2.839 1.211
C -1.766 -0.589 1.196
H 2.020 -0.951 3.286
C -1.175 -2.437 -2.795
H 4.354 4.034 1.185
C -3.113 -0.292 1.189
C 1.359 -2.812 0.054
H -4.572 1.294 1.087
H 2.266 0.814 3.445
O 1.791 -3.938 0.020
C -1.193 -1.059 -2.937
C -0.134 2.577 1.147
H -3.834 -1.089 1.227
C 3.309 2.313 1.013
H 0.635 0.121 3.669
H -2.833 3.081 1.113
O -2.673 -2.686 -4.484
H -1.901 -0.587 -3.604
N -2.021 -3.245 -3.618
O 1.429 -1.946 0.971
O -2.024 -4.447 -3.414
C 0.682 -0.932 -1.406
C -0.288 -0.289 -2.214
C -1.197 1.681 1.158

LUMO level = -1.80 eV
Relative energy (zero: lowest compared OMol25 entry of this formula, charge and spin) = 146.9 kJ/mol
F_max = 4.0 eV Å⁻¹
Gap between HOMO and LUMO = 6.486 eV
Calculated total energy = -50829.136 eV
E_HOMO = -8.29 eV


The highest F_max belongs to which entry? C15H13N6O6RhS